Record 1
{
  "formula": "C31H39N11OSSr",
  "method": "ωB97M-V/def2-TZVPD",
  "e_above_lowest_kj_mol": 16.9,
  "homo_energy_ev": -14.148,
  "fmax_ev_per_a": 0.5,
  "multiplicity": 1,
  "gap_ha": 0.3521,
  "e_tot_ev": -62879.994,
  "total_charge": 2,
  "elements": ["Sr", "C", "C", "C", "C", "C", "C", "C", "N", "N", "C", "C", "C", "C", "C", "C", "N", "C", "C", "C", "C", "C", "C", "N", "H", "H", "H", "H", "H", "H", "H", "H", "H", "H", "H", "H", "H", "H", "H", "H", "H", "H", "H", "H", "N", "C", "C", "C", "N", "C", "C", "N", "C", "H", "H", "H", "H", "H", "H", "H", "H", "H", "H", "H", "H", "H", "H", "H", "H", "O", "N", "C", "C", "N", "C", "N", "S", "C", "C", "N", "C", "H", "H", "H"],
  "coordinates": [[-0.20, -0.37, 0.56], [3.11, -1.69, 1.15], [3.11, -1.01, -0.22], [2.42, -1.84, -1.27], [3.15, -2.55, -2.22], [2.48, -3.36, -3.12], [1.10, -3.45, -3.05], [0.45, -2.71, -2.08], [1.09, -1.91, -1.21], [1.81, -1.63, 1.87], [1.29, -3.00, 2.04], [-0.11, -3.13, 2.61], [-0.30, -3.88, 3.75], [-1.59, -4.08, 4.22], [-2.64, -3.50, 3.54], [-2.36, -2.74, 2.42], [-1.13, -2.56, 1.93], [2.02, -0.92, 3.15], [0.78, -0.45, 3.90], [0.74, -0.60, 5.28], [-0.31, -0.04, 5.98], [-1.30, 0.64, 5.28], [-1.20, 0.70, 3.91], [-0.18, 0.18, 3.21], [3.88, -1.22, 1.77], [3.42, -2.73, 1.04], [4.15, -0.85, -0.52], [2.65, -0.02, -0.14], [4.23, -2.47, -2.24], [3.04, -3.92, -3.87], [0.54, -4.08, -3.73], [-0.63, -2.77, -1.98], [1.96, -3.59, 2.68], [1.31, -3.48, 1.06], [0.55, -4.32, 4.27], [-1.77, -4.68, 5.11], [-3.67, -3.63, 3.86], [-3.16, -2.25, 1.87], [2.60, -0.03, 2.93], [2.61, -1.53, 3.85], [1.53, -1.12, 5.79], [-0.36, -0.12, 7.06], [-2.14, 1.10, 5.79], [-1.97, 1.20, 3.33], [0.44, 1.08, -5.00], [-0.72, 1.99, -5.10], [-1.92, 1.43, -4.35], [-1.78, 1.41, -2.82], [-0.96, 0.29, -2.28], [-1.30, 2.76, -2.30], [-0.13, 3.38, -3.05], [1.15, 2.65, -2.71], [-0.33, 3.37, -4.56], [0.17, 0.14, -5.30], [1.20, 1.81, -3.31], [1.16, 1.37, -5.65], [-1.01, 2.11, -6.15], [-2.16, 0.43, -4.71], [-2.78, 2.05, -4.60], [-2.78, 1.25, -2.40], [-0.13, 0.15, -2.85], [-1.51, -0.56, -2.39], [-1.06, 2.68, -1.24], [-2.12, 3.47, -2.39], [0.02, 4.40, -2.68], [1.17, 2.37, -1.70], [1.95, 3.25, -2.89], [0.56, 3.74, -5.07], [-1.13, 4.08, -4.79], [0.88, 1.84, -0.15], [1.48, 2.07, 0.99], [1.92, 3.27, 1.20], [1.77, 4.27, 0.18], [1.62, 4.97, -0.72], [2.56, 3.56, 2.45], [3.07, 3.78, 3.45], [-5.32, 0.96, 0.16], [-4.24, 2.22, 0.57], [-2.98, 1.73, 0.68], [-2.85, 0.39, 0.39], [-4.01, -0.12, 0.08], [-4.59, 3.22, 0.74], [-2.11, 2.31, 0.95], [-4.16, -1.16, -0.18]],
  "lowdin_charge": [1.373, -0.154, -0.111, -0.284, 0.005, -0.025, -0.038, -0.146, 0.003, -0.218, -0.129, -0.278, -0.002, -0.021, -0.032, -0.122, 0.030, -0.121, -0.273, -0.002, -0.023, -0.034, -0.120, 0.024, 0.127, 0.133, 0.127, 0.087, 0.126, 0.123, 0.117, 0.110, 0.133, 0.124, 0.125, 0.124, 0.117, 0.093, 0.129, 0.136, 0.124, 0.123, 0.117, 0.099, 0.035, -0.353, -0.100, -0.347, 0.034, -0.102, -0.270, 0.204, -0.092, 0.093, 0.110, 0.100, 0.145, 0.124, 0.133, 0.129, 0.049, 0.069, 0.087, 0.141, 0.132, 0.074, 0.158, 0.130, 0.138, -0.390, -0.044, -0.290, -0.132, 0.199, -0.166, 0.188, 1.089, -0.363, -0.278, -0.110, -0.493, 0.085, 0.108, 0.082]
}

---

Record 2
{
  "formula": "C31H39N11OSSr",
  "method": "ωB97M-V/def2-TZVPD",
  "e_above_lowest_kj_mol": 155.6,
  "homo_energy_ev": -13.836,
  "fmax_ev_per_a": 3.6,
  "multiplicity": 1,
  "gap_ha": 0.3407,
  "e_tot_ev": -62878.556,
  "total_charge": 2,
  "elements": ["Sr", "C", "C", "C", "C", "C", "C", "C", "N", "N", "C", "C", "C", "C", "C", "C", "N", "C", "C", "C", "C", "C", "C", "N", "H", "H", "H", "H", "H", "H", "H", "H", "H", "H", "H", "H", "H", "H", "H", "H", "H", "H", "H", "H", "N", "C", "C", "C", "N", "C", "C", "N", "C", "H", "H", "H", "H", "H", "H", "H", "H", "H", "H", "H", "H", "H", "H", "H", "H", "O", "N", "C", "C", "N", "C", "N", "S", "C", "C", "N", "C", "H", "H", "H"],
  "coordinates": [[-0.16, 1.34, 0.37], [0.53, 3.22, 2.22], [-0.88, 2.59, 2.53], [-0.77, 1.23, 3.20], [-0.53, 1.20, 4.57], [-0.35, -0.02, 5.20], [-0.40, -1.17, 4.43], [-0.64, -1.06, 3.08], [-0.84, 0.11, 2.46], [0.96, 3.37, 0.80], [2.42, 3.29, 0.64], [3.03, 2.05, 1.24], [4.29, 2.12, 1.83], [4.84, 0.99, 2.39], [4.11, -0.19, 2.37], [2.87, -0.18, 1.77], [2.34, 0.90, 1.19], [0.39, 4.57, 0.17], [-1.07, 4.51, -0.20], [-1.76, 5.71, -0.28], [-3.09, 5.72, -0.65], [-3.71, 4.51, -0.93], [-2.96, 3.35, -0.82], [-1.66, 3.34, -0.49], [1.26, 2.57, 2.70], [0.61, 4.20, 2.70], [-1.54, 2.57, 1.66], [-1.40, 3.25, 3.23], [-0.50, 2.13, 5.13], [-0.17, -0.06, 6.26], [-0.26, -2.15, 4.88], [-0.68, -1.94, 2.44], [2.90, 4.17, 1.08], [2.62, 3.31, -0.44], [4.82, 3.07, 1.85], [5.82, 1.02, 2.85], [4.49, -1.10, 2.82], [2.26, -1.08, 1.73], [0.95, 4.76, -0.75], [0.54, 5.43, 0.83], [-1.25, 6.64, -0.04], [-3.64, 6.65, -0.72], [-4.75, 4.45, -1.21], [-3.41, 2.39, -1.03], [0.43, -5.64, 0.22], [-0.18, -5.90, -1.11], [0.76, -5.41, -2.23], [0.82, -3.88, -2.35], [1.48, -3.28, -1.12], [-0.58, -3.30, -2.53], [-1.57, -3.71, -1.43], [-1.26, -2.98, -0.19], [-1.55, -5.23, -1.24], [1.15, -6.33, 0.40], [-0.27, -5.76, 0.95], [1.14, -3.84, -0.28], [-0.32, -6.97, -1.24], [0.39, -5.79, -3.18], [1.76, -5.83, -2.09], [1.45, -3.57, -3.18], [1.25, -2.29, -1.02], [2.49, -3.37, -1.19], [-0.95, -3.68, -3.49], [-0.53, -2.22, -2.61], [-2.57, -3.45, -1.79], [-2.00, -3.14, 0.49], [-1.27, -1.97, -0.39], [-2.03, -5.67, -2.12], [-2.17, -5.51, -0.39], [0.77, -0.08, -1.23], [1.51, -0.38, -2.25], [1.81, 0.60, -3.05], [1.33, 1.92, -2.74], [0.91, 2.92, -2.36], [2.61, 0.34, -4.20], [3.25, 0.11, -5.13], [-4.44, -0.32, -2.57], [-3.23, 0.53, -3.42], [-2.12, 0.65, -2.65], [-2.20, 0.07, -1.41], [-3.38, -0.47, -1.24], [-3.39, 0.90, -4.42], [-1.21, 1.15, -2.94], [-3.68, -0.98, -0.33]],
  "lowdin_charge": [1.495, -0.154, -0.162, -0.311, 0.004, -0.016, -0.031, -0.123, -0.014, -0.334, -0.116, -0.270, 0.008, -0.021, -0.035, -0.123, 0.032, -0.143, -0.263, 0.004, -0.021, -0.027, -0.114, 0.007, 0.116, 0.140, 0.056, 0.134, 0.132, 0.125, 0.118, 0.102, 0.142, 0.124, 0.127, 0.124, 0.115, 0.107, 0.117, 0.137, 0.127, 0.124, 0.119, 0.092, 0.036, -0.358, -0.093, -0.259, 0.209, -0.101, -0.361, 0.057, -0.107, 0.095, 0.086, 0.124, 0.143, 0.135, 0.126, 0.153, 0.090, 0.165, 0.140, 0.101, 0.132, 0.080, 0.038, 0.131, 0.123, -0.421, -0.031, -0.296, -0.142, 0.226, -0.170, 0.183, 1.067, -0.364, -0.264, -0.078, -0.501, 0.083, 0.092, 0.081]
}

---

Record 3
{
  "formula": "C31H39N2O2OsS5",
  "method": "ωB97M-V/def2-TZVPD",
  "e_above_lowest_kj_mol": 190.3,
  "homo_energy_ev": [-4.114, -4.149],
  "fmax_ev_per_a": 1.8,
  "multiplicity": 1,
  "gap_ha": [0.2350, 0.2363],
  "e_tot_ev": -96499.679,
  "total_charge": -1,
  "elements": ["Os", "C", "C", "C", "C", "C", "C", "C", "C", "C", "C", "C", "C", "N", "C", "C", "N", "C", "C", "C", "C", "C", "C", "C", "C", "C", "C", "C", "C", "H", "H", "H", "H", "H", "H", "H", "H", "H", "H", "H", "H", "H", "H", "H", "H", "H", "H", "H", "H", "H", "H", "H", "H", "H", "H", "H", "H", "H", "H", "H", "H", "H", "H", "H", "H", "S", "C", "S", "C", "C", "S", "S", "S", "C", "C", "O", "O", "H", "H", "H"],
  "coordinates": [[0.72, 0.57, -0.21], [-2.53, 1.12, -1.46], [-2.97, 2.34, -0.65], [-1.81, 3.29, -0.36], [-3.76, 1.92, 0.58], [-5.12, 2.21, 0.56], [-5.99, 1.79, 1.56], [-5.46, 1.04, 2.59], [-4.09, 0.74, 2.68], [-3.71, -0.09, 3.90], [-3.24, -1.50, 3.52], [-2.72, 0.64, 4.79], [-3.19, 1.21, 1.67], [-1.77, 1.16, 1.72], [0.39, -0.37, 2.72], [1.51, -1.13, 2.11], [1.65, -1.33, 0.87], [2.66, -2.30, 0.50], [3.54, -2.05, -0.57], [4.51, -2.99, -0.87], [4.61, -4.18, -0.18], [3.68, -4.45, 0.81], [2.70, -3.54, 1.17], [1.66, -4.01, 2.19], [2.30, -4.32, 3.55], [0.90, -5.23, 1.65], [3.44, -0.80, -1.40], [4.70, 0.07, -1.32], [3.10, -1.14, -2.85], [-2.13, 1.42, -2.43], [-3.38, 0.45, -1.62], [-1.75, 0.56, -0.95], [-3.67, 2.89, -1.28], [-1.00, 2.79, 0.16], [-2.13, 4.12, 0.28], [-1.41, 3.71, -1.29], [-5.52, 2.78, -0.28], [-7.04, 2.02, 1.52], [-6.12, 0.67, 3.37], [-4.63, -0.22, 4.47], [-2.30, -1.48, 2.97], [-3.98, -2.00, 2.89], [-3.10, -2.10, 4.43], [-1.85, 0.94, 4.22], [-2.42, 0.00, 5.63], [-3.17, 1.55, 5.21], [-0.11, -1.03, 3.45], [2.28, -1.48, 2.81], [5.21, -2.78, -1.68], [5.38, -4.90, -0.42], [3.72, -5.41, 1.32], [0.92, -3.23, 2.35], [3.02, -5.14, 3.46], [1.53, -4.62, 4.27], [2.82, -3.45, 3.95], [1.55, -6.10, 1.58], [0.49, -5.03, 0.66], [0.07, -5.48, 2.32], [2.63, -0.22, -0.99], [5.56, -0.42, -1.79], [4.95, 0.30, -0.29], [4.51, 1.02, -1.84], [3.90, -1.74, -3.32], [2.98, -0.22, -3.43], [2.17, -1.70, -2.90], [2.39, 2.76, 6.92], [1.92, 2.21, 5.44], [1.05, 0.76, 5.19], [0.94, 0.82, 3.44], [1.57, 1.84, 2.85], [1.89, 2.10, 1.18], [2.22, 3.03, 3.96], [-0.88, -0.09, 1.35], [0.31, 1.30, -4.22], [0.50, 0.95, -2.77], [1.18, 1.73, -2.03], [-0.03, -0.08, -2.31], [1.11, 1.95, -4.56], [-0.64, 1.83, -4.33], [0.26, 0.39, -4.82]],
  "lowdin_charge": [0.793, -0.066, -0.364, -0.072, -0.148, -0.064, -0.112, -0.072, -0.142, -0.384, -0.067, -0.069, -0.229, -0.324, -0.494, -0.207, 0.015, -0.101, -0.130, -0.036, -0.071, -0.050, -0.129, -0.381, -0.062, -0.059, -0.403, -0.051, -0.053, 0.067, 0.090, -0.005, 0.112, 0.013, 0.082, 0.076, 0.100, 0.090, 0.099, 0.112, 0.017, 0.081, 0.075, 0.042, 0.074, 0.086, 0.094, 0.151, 0.111, 0.101, 0.106, 0.106, 0.074, 0.081, 0.077, 0.073, 0.088, 0.079, 0.030, 0.073, 0.083, 0.083, 0.075, 0.078, 0.085, 0.470, -1.528, 0.946, -0.660, -1.039, 0.543, 0.908, 0.808, 0.003, -0.761, -0.145, -0.116, 0.081, 0.081, 0.084]
}